[1]
Below is a 15-piece molecular cluster, C60H90O45 overall in a non-equilibrium geometry, with properties calculated with ωB97M-V/def2-TZVPD.

The value obtained for the frontier orbital gap is 9.28 eV. The energy above the lowest of the compared OMol25 structures with the same formula, charge and spin comes out at 60.69 kcal/mol. As for the HOMO energy: -10.052 eV. The LUMO energy is -0.8 eV.

Structure (ORCA input):
```
! wB97M-V def2-TZVPD RIJCOSX def2/J DEFGRID3
* xyz 0 1
O 2.2206 -0.2481 -3.9380
O 7.2180 0.8587 5.0368
O -3.3744 2.0484 -0.0550
O 2.5189 -7.8433 3.3581
O 1.5008 1.5364 -5.0931
O 6.7401 2.3700 3.3935
O -7.3912 -4.9945 0.9020
O -0.6815 4.0164 -4.7825
O -5.1055 -4.1628 4.2620
O -4.5156 6.8223 0.8949
O 2.8818 4.0115 0.1439
O 1.6857 4.6477 1.9256
O -0.0673 -2.5011 -2.8556
O -0.3591 1.9928 5.3847
O -5.9529 -3.3326 0.4803
O -3.6440 -7.4225 -0.9057
O -3.9087 1.5306 2.0597
O -3.2116 -5.5536 0.2815
O -1.9399 -1.4138 -3.4510
O 5.2437 2.2200 -1.2270
O -3.8458 5.0032 1.9490
O 1.3292 -9.3582 4.5492
O -0.0384 1.6766 7.5676
O -1.1698 -2.9638 0.9608
O -1.9630 -3.6089 -2.8846
O 6.2077 3.1752 -2.9670
O -0.2616 3.7478 6.7061
O -4.0655 -7.2883 1.2879
O 2.1707 -0.2494 -6.1886
O 2.4848 -4.2368 0.6731
O -6.0099 5.5440 2.0159
O 0.3651 -1.4555 0.2634
O -1.1761 4.9679 -6.7678
O 0.4171 -8.2231 2.8588
O 6.5288 4.0583 -0.9230
O -1.0432 6.2166 -4.9297
O -3.8551 -2.4644 3.5015
O 3.6693 -2.3156 0.5302
O -6.2184 -4.8912 -1.0386
O -1.4425 -0.7918 1.3530
O -5.2571 0.9971 0.3266
O -4.0856 -2.7471 5.6851
O 5.9240 0.3510 3.2981
O 1.4770 2.5743 1.2101
O 3.9359 -3.8601 -1.0081
C 0.2837 -3.7270 -2.2433
C -0.7345 0.4030 1.0733
C 4.9395 1.3796 -2.3399
C 6.1019 1.4266 -4.5619
C -3.6821 -6.7944 0.1053
C -2.6430 5.6921 1.6466
C -4.8988 5.7437 1.6412
C -0.5190 3.0603 4.4810
C 4.3791 -1.6738 -0.5286
C -1.0535 -4.4645 -2.1902
C 5.3060 2.2294 -3.5366
C 5.6255 0.8336 1.9955
C 4.8064 -2.8152 -1.4477
C 0.6429 3.8248 -2.8568
C 3.3951 5.3545 0.4113
C 3.2598 6.0815 -0.9092
C -4.4244 -3.2115 4.4747
C 0.2445 5.5362 5.1908
C -4.1681 1.5552 0.9002
C -4.0572 2.2026 -1.3007
C 4.5127 -2.5849 -2.9324
C -0.6192 4.4738 -3.4235
C -2.1658 -1.5335 6.3698
C 1.3475 1.8848 -6.4543
C 6.3071 2.2557 2.0451
C -3.4443 -5.0701 1.5984
C 0.5240 -0.0391 0.3482
C -0.7464 -1.8518 0.8925
C -3.1127 6.9500 0.9019
C -3.3030 -1.2713 4.0393
C 0.7533 0.5635 -1.0290
C -5.4184 -2.7360 -0.7232
C -1.0403 5.0604 -5.5961
C 4.1145 0.9202 1.8531
C 2.1777 -6.7606 2.4915
C 6.7114 1.1555 4.0071
C 6.0195 3.2588 -1.6401
C -0.6285 4.3074 5.4363
C 0.8637 -7.2384 1.9173
C 3.2507 -3.5282 0.1111
C -4.1127 -6.2898 2.2965
C -1.0145 -5.8745 -2.7383
C 0.5523 0.0182 -8.0140
C 1.9320 0.2731 -4.9621
C -3.4543 -1.4499 5.5582
C -5.3936 -3.9477 -1.6800
C -1.7276 4.7919 0.8153
C -4.0568 -2.1380 -0.4687
C -0.2016 2.4121 6.6500
C -1.3933 -2.3976 -3.0561
C -0.5531 5.9964 -3.6114
C 1.9851 3.6458 1.0682
C 1.4251 -8.5635 3.6689
C -5.2358 1.2339 -1.1004
C -0.2629 -6.2151 1.7343
C 2.4024 5.7907 1.4905
C -3.4104 -6.8654 3.5256
C -6.6420 -4.4504 0.1528
C 1.7148 0.6125 -7.2406
C -3.0915 1.7661 -2.3978
H 1.4056 0.1910 0.9458
H -3.7492 -1.5768 -1.3566
H -1.4419 -4.5718 -1.1738
H -0.4646 -5.7229 2.6856
H 3.7913 -0.8608 -0.9536
H -1.6852 3.7978 1.2655
H -2.3389 -6.9754 3.3815
H -3.5039 2.0697 -3.3641
H -0.7102 5.1675 0.7022
H 1.1007 -4.2652 -2.7221
H 0.3777 3.2047 3.8734
H 1.6998 0.2103 -1.4362
H 0.5544 -3.6261 -1.1882
H -1.2827 6.4556 -2.9403
H -3.0569 0.6791 -2.3877
H -0.5421 -5.8523 -3.7255
H 0.3535 2.2574 -6.6865
H 1.2837 5.2956 4.9826
H 6.9566 0.9394 -4.0982
H 6.4265 2.0316 -5.4080
H -3.9573 -1.5453 0.4396
H -1.3971 2.9468 3.8486
H -0.2816 6.1834 4.4871
H -1.5293 -2.3203 5.9653
H 3.6026 7.1217 -0.8215
H -6.0886 -2.0380 -1.2316
H -1.3515 1.1084 0.5189
H 7.1930 2.2499 1.4106
H -2.1339 2.2709 -2.2866
H 3.7894 -0.1111 2.0068
H 0.0912 -5.4194 1.0765
H 5.2760 -1.2744 -0.0545
H -1.5429 4.1456 -2.9410
H -3.2863 -2.9094 -0.3927
H 2.1046 2.6258 -6.7180
H -2.2280 -1.2116 3.8592
H -5.0103 0.2551 -1.5179
H -0.0443 0.2038 -1.6860
H 2.2398 6.3116 -1.2231
H -2.1110 4.5935 -0.1891
H 4.4174 2.7451 -3.9052
H -2.7499 7.8543 1.3944
H -3.5798 -6.2168 4.3879
H -4.3774 -4.2946 -1.8733
H 2.9514 -6.7210 1.7275
H 3.8649 5.6055 -1.6764
H 0.4174 6.4115 -3.3406
H -2.3879 -1.7886 7.4042
H 1.5406 4.2241 -3.3185
H -1.1140 -6.7475 1.3223
H 0.9943 -7.7232 0.9468
H 0.2165 6.1316 6.1062
H -1.6857 -0.5539 6.3480
H -0.3930 -0.1060 -7.4867
H 0.3301 0.6196 -8.8984
H 3.8163 1.1969 0.8384
H -5.1371 -6.0528 2.5878
H 3.8890 1.0896 -2.4332
H -2.5000 -4.7894 2.0688
H -4.1319 -0.7125 5.9909
H 2.5781 0.7867 -7.8787
H 0.8464 -0.9603 -8.3994
H -0.3573 -6.4919 -2.1200
H -3.9877 -4.1360 1.7314
H -1.6805 4.5989 5.4647
H 1.8098 6.6286 1.1112
H 3.6241 1.6545 2.4870
H -5.8602 -3.7220 -2.6398
H 0.7379 1.6497 -0.9925
H 0.6219 3.9182 -1.7633
H -2.1658 5.9909 2.5810
H 6.1205 0.2431 1.2299
H 5.0618 -1.7034 -3.2550
H 5.8377 -3.1070 -1.2465
H 0.5902 2.7379 -2.9272
H -6.1334 1.6742 -1.5269
H 3.4331 -2.5386 -3.0839
H -1.9623 -6.4094 -2.7606
H 4.7404 -3.4985 -3.4844
H 2.1499 -5.7971 3.0020
H -2.7124 6.9709 -0.1148
H 4.3965 5.1830 0.8028
H -0.4160 0.9359 1.9714
H 2.9695 6.2984 2.2754
H 5.4743 0.4297 -2.2710
H -3.7921 -0.3845 3.6469
H -3.9098 -7.8022 3.7689
H 5.6420 3.0922 1.8512
H -4.3256 3.2612 -1.3440
H 5.4750 0.6471 -5.0058
*
```


[2]
Below is a 15-piece molecular cluster, C60H90O45 overall in a non-equilibrium geometry, with properties calculated with ωB97M-V/def2-TZVPD.

The value obtained for the frontier orbital gap is 9.65 eV. The energy above the lowest of the compared OMol25 structures with the same formula, charge and spin comes out at 268.93 kcal/mol. As for the HOMO energy: -9.894 eV. The LUMO energy is -0.2 eV.

Structure (ORCA input):
```
! wB97M-V def2-TZVPD RIJCOSX def2/J DEFGRID3
* xyz 0 1
O -1.2237 -4.6542 -2.2010
O 1.4890 -2.1059 -0.7795
O -5.0895 5.6066 0.7631
O 3.3877 -6.2140 -5.8298
O -5.2580 1.0650 6.1910
O 0.1019 2.1315 4.2159
O -3.7162 4.0356 -5.4454
O -4.4209 -1.2466 0.3130
O -2.0173 2.4819 -5.1589
O 0.2186 -5.7373 2.9634
O 4.5738 -3.9098 0.4852
O -4.4040 3.5469 -0.1392
O -2.8198 -3.4193 -3.0693
O -5.9476 -2.6355 0.9049
O 1.7853 7.3789 1.0655
O -2.1638 6.0205 -2.9252
O 1.4443 2.0831 -2.9379
O -4.9554 5.3167 -1.3889
O 1.6907 8.0827 3.2641
O 6.2319 0.8168 3.7797
O -3.3790 -5.4531 -2.2836
O -1.2903 3.9608 4.4720
O 5.0195 -4.5306 2.5299
O -4.0392 2.0625 -4.5505
O -0.1678 5.6632 -3.2236
O 0.9123 -1.2632 1.2881
O -2.0886 2.1330 3.5713
O 3.3878 0.8490 -2.8314
O -4.5966 2.4160 7.6814
O 7.1099 -6.8712 -6.1736
O 0.6370 0.1232 -0.4038
O 8.0834 -6.4502 -4.1003
O -3.9288 -3.4829 0.5900
O -0.9357 -7.3299 2.0504
O 1.8996 -4.7389 -4.7344
O -0.9833 7.3893 -4.3089
O 1.1462 5.9956 2.7509
O -3.2186 0.7751 6.7134
O 4.1702 1.5589 3.9299
O 6.4885 -5.1908 0.8512
O 4.7044 0.0115 2.3517
O 1.7867 0.1414 -4.1957
O 6.4015 -5.2268 -4.8367
O 1.5724 -5.5281 -6.8269
O 1.2015 -7.7339 2.7565
C 7.2131 -6.2470 -5.1599
C -0.5596 -3.6836 -2.9719
C 5.0167 0.8209 3.2515
C -3.3014 2.9979 -5.0106
C -1.4993 1.0818 0.2357
C 1.1863 6.0659 4.2274
C 2.1847 1.1555 -3.3699
C 1.1341 -1.1463 -0.0393
C 3.8541 -3.0115 3.9312
C 3.5216 -6.7530 -7.1665
C -6.6281 -1.5043 0.4791
C 7.5703 -5.8063 -2.8950
C 6.3805 1.7609 4.7620
C -5.3622 6.7086 -1.2960
C -4.6793 -2.4999 0.5419
C -4.2569 -0.2144 -4.4283
C -1.9861 1.0699 -4.9351
C -1.6669 -1.6795 -1.9811
C -1.0981 6.4495 -3.4984
C 1.6915 7.4576 4.5201
C -0.6629 -3.7124 1.9021
C -1.6234 -6.2388 1.6700
C -2.6234 4.4238 4.0511
C -4.7654 4.7270 -0.1795
C -2.6810 5.3909 2.8861
C 3.7476 -3.9299 2.7120
C 2.2872 -5.3725 -5.7341
C 2.2117 -5.6931 -9.0933
C -4.9514 -0.1702 5.5470
C 5.4591 -4.6145 1.2626
C 3.6871 -3.2333 1.3772
C 2.1110 -6.4191 -7.7441
C -2.7441 -1.3996 6.1284
C -5.2438 7.9825 0.9288
C 4.1209 -0.1496 -3.6358
C -1.9768 4.9332 -2.1553
C -2.5968 -4.5570 -2.5520
C 0.2666 -6.9702 2.5814
C -0.0456 0.7434 0.6614
C -1.6152 -2.6758 -3.1334
C 2.8688 -0.8959 -4.1641
C -3.2538 3.0627 3.7765
C -4.3765 1.5000 6.9232
C 7.2119 2.9428 4.2163
C -7.5709 -1.3646 1.6860
C 1.6063 7.1765 2.2588
C 5.1735 -4.8529 -3.0480
C 4.8579 -0.9861 -2.6283
C -1.0217 -5.0987 2.5796
C 6.5612 -4.8209 -3.4623
C -0.9766 2.7106 4.0867
C 0.1341 -0.2151 1.8837
C -3.3982 -0.1304 5.7356
C -5.5340 -0.4262 0.2789
C 0.2586 4.6890 -1.0692
C -3.3057 0.9307 -4.2168
C -5.7436 6.7080 0.2028
C -0.5447 4.6015 -2.4107
C 4.8977 2.1382 5.0010
C 2.2035 4.9641 4.7477
H 5.0477 -4.4866 -2.0291
H -5.3980 0.3218 1.0600
H -0.1599 -3.9269 -3.9563
H -6.1491 6.8744 -2.0318
H -3.3294 -1.8968 6.9020
H 4.2311 -6.0318 -7.5724
H 4.5791 1.8363 5.9988
H -7.1293 -1.7760 -0.4499
H -2.7497 -2.0489 5.2529
H 2.9208 -4.6400 2.7303
H 1.3175 4.7055 -1.3274
H -5.2121 7.6696 1.9724
H 1.7941 3.9595 4.8539
H -3.9583 2.7094 4.5295
H 2.6658 -3.3456 1.0134
H -2.8909 0.3152 4.8800
H 5.2650 -0.2731 -1.9113
H 2.5947 5.2190 5.7326
H -2.1840 6.3243 3.1506
H -3.2528 1.0507 -3.1348
H 0.4226 1.7148 0.8204
H 2.8825 -2.6803 4.2978
H -2.5552 -1.0985 -2.2292
H 3.8637 -2.1582 1.4119
H 3.1123 4.9002 4.1491
H 5.7722 -1.1415 -3.2010
H -1.6116 -4.9372 3.4818
H -4.5465 -0.5010 -3.4173
H 4.5459 -2.1705 3.9789
H -3.9299 3.1760 2.9290
H -1.5858 -3.1478 1.7697
H -0.3268 -3.8368 0.8728
H 7.0002 -6.5276 -2.3095
H 8.1466 2.4159 4.0244
H -6.9527 -0.9980 2.5055
H 0.8812 7.9270 5.0779
H -2.1912 5.1713 -1.1135
H -3.7458 -1.0897 -4.8292
H -1.7422 -1.1220 6.4560
H -0.8228 -0.9921 -2.0372
H 0.1317 5.9978 4.4943
H -4.2744 8.1266 0.4517
H -1.8141 -2.0913 -0.9827
H -2.0364 5.0229 2.0879
H -2.0058 0.7137 -5.9650
H -1.7888 2.0343 0.6794
H -1.5797 1.2289 -0.8413
H 4.6871 0.3395 -4.4284
H -5.4437 -1.0257 6.0095
H -6.7921 6.5206 0.4342
H -2.6927 -6.2602 1.8803
H 4.5700 -4.1246 -3.5897
H -0.5656 3.6988 -3.0212
H 0.0470 -3.2324 2.5757
H -5.8296 0.0570 -0.6523
H 6.7356 3.2708 3.2924
H 0.0221 5.6346 -0.5814
H 7.2825 3.7781 4.9130
H 0.6160 0.1697 2.7825
H 2.9872 -4.9323 -9.1822
H 0.1359 3.7950 -0.4578
H -1.1242 0.8383 -4.3094
H -4.6723 7.5022 -1.5831
H 3.8032 -7.7964 -7.3080
H -8.1221 -2.2202 2.0764
H 1.2076 -5.2923 -9.2323
H 3.0122 -1.2969 -5.1674
H 6.8616 -3.7801 -3.5831
H -5.1293 0.0751 -5.0141
H 2.3345 -6.4387 -9.8788
H -1.4204 -6.0477 0.6162
H -1.4225 -2.0951 -4.0355
H -5.9462 8.8037 0.7855
H 4.8464 3.2245 5.0747
H 0.3057 -3.3499 -2.3992
H 4.0594 -3.7499 4.7063
H -2.2034 0.2815 0.4635
H 6.7667 1.2980 5.6701
H -2.5930 4.1367 -2.5722
H 4.4591 -5.6751 -3.0881
H -3.2863 4.8883 4.7811
H 8.3749 -5.1727 -2.5216
H 2.6869 7.3972 4.9604
H 2.4609 -1.6656 -3.5089
H -8.3405 -0.6885 1.3136
H 1.4636 -7.2958 -7.7627
H -3.6865 5.7470 2.6619
H 4.4709 -1.9022 -2.1822
H -0.8927 -0.4635 2.1521
H -5.2095 -0.0917 4.4909
*
```